(1)
The following is a DFT calculation (the ωB97M-V functional and the def2-TZVPD basis) of a 2-piece molecular cluster, C3H8NOS overall.

Each line ends with the natural charge from an NBO analysis.
Element x y z (Å)
C -0.9978 -0.0780 0.4814  -0.29
C 0.4547 0.1087 0.2077  -0.11
C -0.5338 -0.7885 -1.6039  0.54
N -1.5195 -0.6819 -0.7551  -0.52
O 0.6131 -0.4169 -1.1673  -0.38
S 1.0702 1.6789 2.6931  -0.31
H -1.2347 -0.7335 1.3284  0.25
H -1.5382 0.8714 0.8205  0.25
H 0.9331 1.0932 0.0992  0.24
H 1.1897 -0.4078 0.7684  0.25
H -0.6264 -1.2787 -2.7007  0.27
H -2.5322 -0.8626 -0.8648  0.47
H 0.6279 1.5103 3.9687  0.18
H -0.2094 2.1650 2.2124  0.15

## Properties
* highest occupied orbital energy: -13.310 eV
* total charge: +1
* HOMO-LUMO gap: 9.325 eV



(2)
The following is a DFT calculation (the ωB97M-V functional and the def2-TZVPD basis) of an isolated ion of composition C3H8NOS and charge +1.

Each line ends with the natural charge from an NBO analysis.
Element x y z (Å)
O -2.1495 1.0113 0.1121  -0.49
C -1.4298 0.3330 -0.5668  0.42
C 0.0779 0.3967 -0.3546  -0.15
C 0.7544 -0.9224 -0.0477  -0.58
S 0.5940 -2.0426 -1.4628  0.02
N 0.2242 1.3422 0.8638  -0.69
H -1.7929 -0.4990 -1.1670  0.19
H 0.7496 0.9043 -1.0518  0.26
H 1.8064 -0.7525 0.1539  0.24
H 0.5113 -1.4093 0.9060  0.25
H 0.1775 -3.1195 -0.7884  0.16
H -0.3464 0.9875 1.6396  0.45
H 1.1705 1.6050 1.1312  0.45
H -0.3473 2.1651 0.6323  0.46

## Properties
* highest occupied orbital energy: -13.476 eV
* total charge: +1
* HOMO-LUMO gap: 9.418 eV
* structure (SMILES): [NH3+][C@H](C=O)CS



Of them, (2) has the highest stability.



(1)
The following is a DFT calculation (the ωB97M-V functional and the def2-TZVPD basis) of a 6-piece molecular cluster, C24H36O18 overall.

Each line ends with the Löwdin charge.
Element x y z (Å)
C -5.2524 -0.2932 -5.0521  -0.04
C -3.9537 -1.0510 -4.9482  -0.26
C -2.8970 -0.3054 -4.1077  -0.11
O -2.6017 -1.1923 -3.0603  0.04
C -3.5888 -2.1356 -2.9802  -0.50
O -3.5885 -3.0151 -2.1374  0.15
O -4.4379 -2.0858 -4.0474  0.05
H -5.0854 0.6909 -5.4900  0.08
H -5.7254 -0.1656 -4.0784  0.10
H -6.0354 -0.7443 -5.6617  0.09
H -3.6559 -1.5913 -5.8468  0.16
H -3.1763 0.7069 -3.8154  0.12
H -1.9641 -0.2699 -4.6703  0.13
C 0.2405 1.3444 0.8788  0.01
C -0.6230 0.0383 0.8976  -0.30
C -1.5029 -0.2285 -0.3513  -0.13
O -1.4696 -1.5639 -0.3096  0.06
C -0.4067 -2.0152 0.3994  -0.54
O -0.0108 -3.1488 0.3930  0.17
O 0.2844 -0.9620 0.7387  0.12
H -0.2886 2.2945 0.8058  0.09
H 1.0441 1.4004 0.1444  0.07
H 0.6943 1.3971 1.8685  0.05
H -1.2143 0.0274 1.8133  0.15
H -1.0878 -0.0229 -1.3380  0.13
H -2.4974 0.1567 -0.1262  0.15
C 4.5976 2.4474 -1.1044  -0.01
C 5.7690 1.6995 -1.7088  -0.33
C 6.8877 2.6018 -2.0670  -0.06
O 7.9897 1.7200 -1.7050  0.10
C 7.5824 0.8482 -0.8457  -0.65
O 8.3499 0.0667 -0.3454  0.15
O 6.2744 0.8317 -0.6750  0.12
H 3.8273 1.7512 -0.7726  0.09
H 4.1959 3.1476 -1.8368  0.09
H 4.9968 2.9389 -0.2171  0.10
H 5.4848 1.0292 -2.5200  0.16
H 6.8376 3.4824 -1.4267  0.14
H 6.9404 2.9528 -3.0976  0.14
C -1.6409 -5.9661 1.8695  -0.02
C -1.6033 -5.1292 3.1093  -0.31
C -2.6666 -5.4208 4.1948  -0.10
O -2.0058 -5.8681 5.3003  0.10
C -0.7280 -5.9372 5.0652  -0.55
O 0.2061 -6.1535 5.8562  0.10
O -0.4285 -5.4242 3.8670  0.09
H -1.2199 -6.9493 2.0801  0.10
H -1.0874 -5.3200 1.1882  0.07
H -2.5889 -6.2095 1.3898  0.09
H -1.6085 -4.1215 2.6937  0.14
H -3.0817 -6.3283 3.7563  0.13
H -3.3622 -4.6479 4.5217  0.14
C 1.1162 1.1293 4.7746  -0.01
C 0.0678 2.2795 4.5659  -0.34
C -1.3417 1.7345 4.4514  -0.07
O -1.9817 2.2708 5.6612  0.08
C -1.0568 2.8965 6.4095  -0.50
O -1.2408 3.5754 7.4452  0.10
O 0.1328 2.8776 5.7819  0.08
H 0.9606 0.4755 3.9165  0.06
H 1.0517 0.5109 5.6699  0.10
H 2.1727 1.3968 4.7558  0.09
H 0.2604 2.8964 3.6882  0.15
H -1.4624 0.6567 4.3423  0.13
H -1.8977 2.1634 3.6177  0.13
C -1.2449 2.8136 -3.2343  0.01
C 0.1753 2.0108 -3.2692  -0.27
C 1.2674 2.6973 -4.1517  -0.06
O 1.7823 3.6110 -3.1889  0.06
C 1.3954 3.3492 -1.9330  -0.56
O 1.6933 3.9196 -0.8984  0.14
O 0.6803 2.2253 -2.0170  0.02
H -1.0613 3.8767 -3.3899  0.08
H -1.8805 2.7002 -2.3561  0.08
H -1.7623 2.4808 -4.1342  0.06
H 0.1269 0.9514 -3.5208  0.14
H 0.9002 3.2204 -5.0347  0.14
H 2.0291 1.9731 -4.4406  0.13

## Properties
* highest occupied orbital energy: -10.333 eV
* HOMO-LUMO gap: 9.996 eV
* structure (SMILES): C[C@H]1COC(=O)O1.C[C@H]1COC(=O)O1.C[C@H]1COC(=O)O1.C[C@H]1COC(=O)O1.C[C@H]1COC(=O)O1.C[C@H]1COC(=O)O1



(2)
The following is a DFT calculation (the ωB97M-V functional and the def2-TZVPD basis) of a 6-piece molecular cluster, C24H36O18 overall.

Each line ends with the Löwdin charge.
Element x y z (Å)
C -9.4166 -25.6947 -8.6875  -0.03
C -9.5206 -25.4423 -7.2080  -0.32
C -8.7854 -24.1927 -6.7032  -0.08
O -9.7582 -23.5461 -5.8604  0.04
C -10.9862 -24.1000 -6.0690  -0.56
O -11.9883 -23.6819 -5.5971  0.17
O -10.8732 -25.2032 -6.8316  0.09
H -8.4185 -26.0480 -8.9541  0.09
H -9.5860 -24.7799 -9.2576  0.09
H -10.1201 -26.4731 -8.9769  0.09
H -9.1438 -26.3176 -6.6733  0.15
H -8.4847 -23.4913 -7.4820  0.12
H -7.9475 -24.4157 -6.0468  0.13
C -11.1488 -18.2780 -9.6746  0.00
C -9.7473 -18.0639 -10.2113  -0.31
C -9.6332 -18.1344 -11.7539  -0.07
O -9.0224 -16.8695 -12.0874  0.05
C -8.7537 -16.1487 -10.9472  -0.56
O -8.0595 -15.1969 -10.9403  0.19
O -9.3343 -16.7371 -9.8899  0.08
H -11.8045 -17.4149 -9.7197  0.10
H -11.0987 -18.6563 -8.6523  0.07
H -11.6039 -19.0842 -10.2616  0.09
H -9.0057 -18.7360 -9.7794  0.13
H -10.6095 -18.2222 -12.2190  0.13
H -8.8944 -18.8740 -12.0491  0.13
C 0.8598 -17.7653 -7.8551  -0.03
C -0.2469 -18.0223 -6.8598  -0.31
C -1.5537 -17.2646 -7.1352  -0.08
O -2.5420 -18.2832 -7.2485  0.05
C -1.9648 -19.4975 -7.2494  -0.56
O -2.5337 -20.5181 -7.4533  0.16
O -0.6431 -19.3996 -6.9699  0.08
H 0.4454 -17.8241 -8.8653  0.09
H 1.6080 -18.5533 -7.7817  0.09
H 1.3413 -16.7975 -7.7292  0.09
H 0.0974 -17.8310 -5.8424  0.15
H -1.5110 -16.7120 -8.0818  0.13
H -1.8315 -16.4972 -6.4142  0.13
C -5.6045 -18.4949 -7.3349  -0.02
C -7.0588 -18.7029 -7.6770  -0.32
C -7.6138 -19.9741 -7.0304  -0.06
O -8.8964 -19.5469 -6.5269  0.04
C -9.0052 -18.2107 -6.6168  -0.57
O -9.9285 -17.5971 -6.1873  0.15
O -7.8893 -17.6641 -7.1601  0.10
H -4.9051 -19.2347 -7.7183  0.08
H -5.5406 -18.4922 -6.2406  0.10
H -5.1991 -17.5356 -7.6582  0.09
H -7.1921 -18.7596 -8.7608  0.14
H -7.0126 -20.3238 -6.1908  0.14
H -7.8263 -20.8003 -7.7048  0.13
C -12.3176 -14.6149 -5.6482  -0.02
C -11.4345 -13.7223 -6.4685  -0.34
C -9.9581 -14.0463 -6.4536  -0.09
O -9.5103 -13.5182 -7.7005  0.07
C -10.5725 -13.4239 -8.5351  -0.56
O -10.5094 -13.1407 -9.6834  0.17
O -11.7258 -13.7102 -7.8712  0.09
H -13.3481 -14.2502 -5.6653  0.09
H -12.0731 -14.4928 -4.5882  0.09
H -12.2583 -15.6675 -5.9136  0.08
H -11.5799 -12.6940 -6.1100  0.16
H -9.7645 -15.1231 -6.3951  0.12
H -9.4117 -13.6190 -5.6137  0.14
C -12.0971 -20.2659 -5.1642  -0.01
C -12.0241 -19.9665 -3.6836  -0.30
C -10.6071 -19.6033 -3.2203  -0.08
O -10.7908 -18.4329 -2.4380  0.07
C -12.0202 -17.9253 -2.6500  -0.57
O -12.4052 -16.8716 -2.2576  0.15
O -12.7729 -18.7811 -3.3776  0.09
H -13.0964 -20.5254 -5.4925  0.09
H -11.3940 -21.0812 -5.3671  0.07
H -11.6390 -19.4328 -5.7030  0.07
H -12.4363 -20.8012 -3.1134  0.15
H -9.9712 -19.3692 -4.0730  0.11
H -10.1945 -20.4111 -2.6219  0.13

## Properties
* highest occupied orbital energy: -10.301 eV
* HOMO-LUMO gap: 10.226 eV
* structure (SMILES): C[C@H]1COC(=O)O1.C[C@H]1COC(=O)O1.C[C@H]1COC(=O)O1.C[C@H]1COC(=O)O1.C[C@H]1COC(=O)O1.C[C@H]1COC(=O)O1



Of them, (2) has the highest stability.